Record 1
{"formula": "C3H3IN2O", "method": "ωB97M-V with the def2-TZVPD basis set", "smiles": "Cc1nnoc1I", "gap_ev": 8.959, "lumo_ev": 0.041, "de_lowest_kj_mol": 215.8, "symbols": ["C", "C", "N", "N", "O", "C", "I", "H", "H", "H"], "xyz": [[-1.21454, -0.85149, 0.00031], [-0.28385, 0.28104, 0.00201], [-0.44496, 1.57081, 0.00621], [0.62291, 2.24960, 0.00300], [1.72632, 1.41149, -0.00464], [1.34351, 0.17556, -0.00930], [2.61885, -1.42874, 0.00109], [-1.85625, -0.82310, -0.88196], [-0.65331, -1.78365, 0.00584], [-1.85868, -0.80151, 0.87745]]}

***

Record 2
{"formula": "C7H14FINO", "method": "ωB97M-V with the def2-TZVPD basis set", "smiles": "CCC(=O)[C@](F)(I)C[C@@H](C)[NH3+]", "total_charge": 1, "gap_ev": 9.476, "lumo_ev": -3.704, "de_lowest_kj_mol": 0.0, "symbols": ["C", "C", "C", "O", "C", "F", "I", "C", "C", "C", "N", "H", "H", "H", "H", "H", "H", "H", "H", "H", "H", "H", "H", "H", "H"], "xyz": [[0.56739, 3.75996, -0.16254], [1.24675, 2.31454, -0.28229], [0.62561, 1.17740, 0.38239], [-0.35521, 1.18628, 1.14489], [1.29288, -0.19722, 0.28847], [1.35450, -0.65250, 1.60549], [3.38299, -0.29216, -0.47975], [0.42817, -1.44806, -0.49002], [-1.08354, -1.39631, -0.26640], [-1.66017, -2.74624, -0.86209], [-1.28412, -1.28855, 1.23532], [-0.28346, 3.71346, -0.81191], [1.20463, 4.61648, -0.37552], [0.28129, 3.96225, 0.80257], [2.21817, 2.55013, 0.32884], [1.67809, 2.04714, -1.27978], [0.95857, -2.33549, -0.16181], [0.56233, -1.37010, -1.49921], [-1.65861, -0.57587, -0.59583], [-1.16779, -3.72156, -0.79763], [-2.63309, -3.02412, -0.39882], [-1.89547, -2.79191, -1.98503], [-2.25560, -1.44224, 1.36731], [-0.95964, -0.26417, 1.53871], [-0.56468, -1.78114, 1.75466]]}

***

Record 3
{"formula": "C5H12O", "method": "ωB97M-V with the def2-TZVPD basis set", "smiles": "C=CC.CCO", "gap_ev": 10.905, "lumo_ev": 0.965, "de_lowest_kj_mol": 240.7, "symbols": ["C", "C", "C", "H", "H", "H", "H", "H", "H", "C", "C", "O", "H", "H", "H", "H", "H", "H"], "xyz": [[-1.90530, -0.14423, -0.35291], [-2.64964, -1.16862, -0.02770], [-2.27081, -2.23560, 1.09226], [-2.18130, 0.57014, -1.14768], [-1.08981, 0.10955, 0.28638], [-3.44758, -1.70335, -0.68454], [-1.30250, -1.93298, 1.50581], [-2.30638, -3.19309, 0.59693], [-3.13118, -2.09339, 1.85988], [1.98120, -0.08355, -0.44742], [1.61150, 1.38932, -0.35282], [2.69959, 2.26373, -0.05921], [2.51261, -0.47172, 0.46950], [2.67516, -0.39211, -1.22190], [0.90842, -0.64643, -0.52970], [1.10532, 1.80915, -1.23807], [0.76932, 1.40220, 0.54827], [3.28951, 1.88832, 0.56032]]}